[1]
This record from OMol25 describes C23H27AsClIOPPt as an isolated structure at a distorted geometry. The level of theory is ωB97M-V with the def2-TZVPD basis set.

Calculated values
HOMO level (alpha / beta) in eV: -16.2 / -16.2
Maximum force in Eh/bohr: 0.1013
Total charge: +3
DFT total energy in Ha: -4420.93063
2S+1: 5
<S²>: 6.036
Gap between HOMO and LUMO (alpha / beta) in eV: 6.9 / 2.6
LUMO (alpha / beta) in eV: -9.295 / -13.599

Geometry (Å):
C: 3.353 -1.257 -0.424
I: 4.557 0.299 -0.216
H: 2.310 -1.088 -0.085
H: 3.774 -2.068 0.195
H: 3.332 -1.621 -1.460
Pt: -1.626 0.166 -0.472
P: -0.471 0.508 -2.676
C: 1.188 0.925 -3.241
C: -1.052 -1.050 -3.322
H: -2.519 1.600 -2.275
H: -1.988 1.848 -3.981
H: -1.228 2.780 -2.663
C: -1.673 1.809 -2.938
H: -2.010 -1.320 -2.832
H: -1.166 -0.982 -4.405
H: 1.235 1.086 -4.320
H: 1.887 0.124 -2.984
H: -0.317 -1.851 -3.089
H: 1.535 1.831 -2.743
C: 0.117 0.739 -0.576
O: 1.082 1.257 -0.106
Cl: -3.810 -0.494 -0.293
C: 2.468 2.541 5.654
C: 2.988 2.258 4.381
C: 2.199 1.585 3.447
C: 0.921 1.133 3.815
C: 0.409 1.398 5.094
C: 1.192 2.119 6.010
As: 0.040 -0.115 2.585
C: 0.829 -1.734 3.430
C: 2.149 -2.033 3.046
C: 2.734 -3.229 3.495
C: 1.982 -4.117 4.281
C: 0.696 -3.787 4.670
C: 0.123 -2.577 4.296
C: -1.791 0.106 3.263
C: -2.644 -0.997 3.363
C: -3.967 -0.805 3.768
C: -4.450 0.494 3.937
C: -3.653 1.609 3.655
C: -2.286 1.418 3.392
H: 3.075 3.098 6.375
H: 3.990 2.569 4.114
H: 2.567 1.404 2.429
H: -0.590 1.074 5.354
H: 0.784 2.324 6.997
H: 2.715 -1.339 2.414
H: 3.766 -3.452 3.203
H: 2.429 -5.073 4.556
H: 0.122 -4.470 5.288
H: -0.853 -2.275 4.656
H: -2.281 -1.992 3.118
H: -4.601 -1.662 3.948
H: -5.501 0.655 4.229
H: -4.065 2.618 3.649
H: -1.615 2.270 3.254



[2]
This record from OMol25 describes C23H27BiClIO2P2 as an isolated structure at a distorted geometry. The level of theory is ωB97M-V with the def2-TZVPD basis set.

Calculated values
HOMO level in eV: -13.5
Maximum force in Eh/bohr: 0.1070
Total charge: +2
Energy above the lowest of the compared OMol25 structures with the same formula, charge and spin in kJ/mol: 373.5
DFT total energy in Ha: -2697.57782
Gap between HOMO and LUMO in eV: 4.8
LUMO in eV: -8.767

Geometry (Å):
C: 0.252 -2.208 -2.480
I: -0.215 2.949 -1.867
H: -0.769 -2.613 -2.427
H: 0.889 -2.532 -1.646
H: 0.719 -2.360 -3.461
Bi: -0.199 -0.020 -2.305
P: -0.198 0.419 -4.907
C: 1.423 0.861 -5.380
C: -0.802 -1.090 -5.574
H: -2.238 1.634 -4.383
H: -1.636 1.605 -6.083
H: -0.858 2.681 -4.848
C: -1.366 1.734 -5.037
H: -1.715 -1.445 -5.084
H: -1.009 -0.734 -6.580
H: 1.241 1.026 -6.442
H: 2.138 0.051 -5.221
H: -0.027 -1.860 -5.570
H: 1.752 1.778 -4.883
C: 2.127 0.299 -2.278
O: 3.225 0.390 -2.202
Cl: -2.710 -0.430 -2.322
O: -0.046 0.139 -0.215
P: 0.012 0.585 1.260
C: -1.573 -0.263 1.600
C: -2.249 -0.086 2.796
C: -3.240 -1.002 3.188
C: -3.794 -1.825 2.221
C: -3.239 -1.877 0.925
C: -2.098 -1.130 0.666
C: 1.633 -0.200 1.582
C: 2.214 -1.018 0.611
C: 3.369 -1.748 0.930
C: 3.941 -1.614 2.187
C: 3.391 -0.729 3.131
C: 2.295 0.037 2.770
C: 0.036 1.422 2.841
C: -0.063 0.554 4.008
C: -0.272 1.145 5.277
C: -0.259 2.536 5.363
C: -0.068 3.349 4.224
C: 0.041 2.788 2.936
H: -2.044 0.710 3.513
H: -3.516 -1.070 4.260
H: -4.669 -2.414 2.459
H: -3.623 -2.579 0.135
H: -1.707 -1.222 -0.342
H: 1.871 -1.103 -0.429
H: 3.744 -2.506 0.216
H: 4.863 -2.108 2.446
H: 3.801 -0.551 4.162
H: 2.020 0.842 3.473
H: -0.017 -0.562 3.954
H: -0.549 0.507 6.153
H: -0.328 2.998 6.356
H: -0.067 4.467 4.304
H: 0.168 3.394 2.022



[3]
This record from OMol25 describes C23H27Cl5CrNO7S4 as an isolated structure. The level of theory is ωB97M-V with the def2-TZVPD basis set.

Calculated values
HOMO level (alpha / beta) in eV: -7.0 / -7.0
Maximum force in Eh/bohr: 0.0176
Energy above the lowest of the compared OMol25 structures with the same formula, charge and spin in kJ/mol: 278.8
DFT total energy in Ha: -6412.26067
2S+1: 4
<S²>: 3.788
Gap between HOMO and LUMO (alpha / beta) in eV: 5.8 / 6.3
LUMO (alpha / beta) in eV: -1.149 / -0.675

Geometry (Å):
Cr: -0.670 0.150 -0.250
Cl: 0.651 -0.642 -2.161
C: 1.311 0.591 -3.302
Cl: 0.877 2.255 -2.922
H: 0.907 0.347 -4.277
H: 2.386 0.488 -3.228
Cl: -1.677 -1.780 6.432
C: -1.745 -1.075 4.843
C: -0.733 -1.335 3.939
C: -0.843 -0.769 2.691
Cl: 0.411 -1.016 1.485
C: -1.884 0.051 2.288
O: -1.931 0.580 1.059
C: -2.870 0.299 3.235
Cl: -4.194 1.335 2.800
C: -2.811 -0.262 4.499
H: 0.120 -1.945 4.206
H: -3.595 -0.057 5.215
C: -5.035 5.795 -3.922
C: -4.325 4.541 -4.358
C: -3.389 3.923 -3.531
C: -2.744 2.762 -3.923
C: -3.050 2.208 -5.158
C: -3.982 2.800 -6.003
C: -4.601 3.971 -5.599
S: -2.297 0.713 -5.674
O: -3.042 0.224 -6.802
O: -0.872 0.863 -5.789
N: -2.514 -0.238 -4.349
C: -3.829 -0.333 -3.701
C: -3.645 -1.064 -2.391
C: -2.499 -0.575 -1.577
O: -2.097 0.636 -1.594
O: -1.862 -1.384 -0.829
H: -4.800 6.046 -2.889
H: -6.116 5.677 -4.007
H: -4.748 6.641 -4.551
H: -3.169 4.355 -2.561
H: -2.041 2.267 -3.268
H: -4.210 2.339 -6.955
H: -5.321 4.447 -6.256
H: -2.114 -1.146 -4.581
H: -4.555 -0.875 -4.309
H: -4.216 0.669 -3.535
H: -3.479 -2.128 -2.560
H: -4.543 -0.974 -1.773
C: 6.183 0.426 1.753
O: 5.159 0.409 0.757
C: 3.871 0.320 1.144
S: 3.443 0.261 2.754
S: 2.809 0.267 -0.212
H: 7.115 0.486 1.196
H: 6.151 -0.478 2.358
H: 6.069 1.286 2.410
O: 0.285 2.130 1.993
S: 0.224 2.297 0.524
C: 1.637 3.336 0.062
C: 1.055 4.695 -0.338
C: -0.264 4.860 0.420
C: -1.016 3.559 0.168
H: 2.232 2.842 -0.700
H: 2.195 3.339 0.999
H: 0.858 4.706 -1.414
H: 1.763 5.493 -0.118
H: -0.833 5.731 0.097
H: -0.071 4.957 1.490
H: -1.335 3.453 -0.876
H: -1.853 3.351 0.834



[4]
This record from OMol25 describes C23H27ClN3O4PW as an isolated structure at a distorted geometry. The level of theory is ωB97M-V with the def2-TZVPD basis set.

Calculated values
HOMO level (alpha / beta) in eV: -14.5 / -15.0
Maximum force in Eh/bohr: 0.0627
Total charge: +2
Energy above the lowest of the compared OMol25 structures with the same formula, charge and spin in kJ/mol: 0.0
DFT total energy in Ha: -2225.87703
2S+1: 3
<S²>: 2.011
Gap between HOMO and LUMO (alpha / beta) in eV: 7.4 / 8.0
LUMO (alpha / beta) in eV: -7.074 / -6.970

Geometry (Å):
W: -0.210 -0.352 0.331
O: -4.438 3.725 0.023
C: -3.794 3.762 -1.103
O: -3.991 4.545 -1.981
C: -2.754 2.661 -1.279
C: -2.165 2.418 -2.539
Cl: -2.281 3.106 -4.050
N: -1.318 1.361 -2.360
N: -1.385 0.897 -1.084
C: -2.286 1.663 -0.457
C: -2.550 1.229 0.931
O: -3.446 1.578 1.645
O: -1.675 0.311 1.389
C: -0.572 0.659 -3.381
C: 0.770 0.686 -3.340
C: 1.452 0.045 -4.401
C: 0.744 -0.602 -5.397
C: -0.647 -0.585 -5.391
C: -1.340 0.016 -4.335
H: -4.113 3.015 0.657
H: 1.301 1.184 -2.600
H: 2.511 -0.035 -4.436
H: 1.231 -1.194 -6.201
H: -1.200 -1.155 -6.142
H: -2.395 -0.043 -4.313
C: 2.878 -0.218 4.752
N: 1.451 -0.454 4.569
C: 0.914 -1.148 5.732
C: 0.731 -0.091 3.570
C: 1.277 0.913 2.655
C: 1.739 2.100 3.207
C: 2.372 3.002 2.370
C: 2.529 2.798 1.026
C: 1.943 1.704 0.485
C: 1.316 0.727 1.242
H: 3.336 -1.134 5.108
H: 3.041 0.466 5.581
H: 3.393 0.045 3.802
H: 1.198 -2.127 5.646
H: -0.073 -0.916 5.887
H: 1.412 -0.725 6.654
H: -0.281 -0.493 3.396
H: 0.701 -1.516 1.269
H: 1.727 2.231 4.251
H: 2.692 3.911 2.826
H: 3.140 3.540 0.517
H: 1.979 1.656 -0.622
C: -0.179 -4.017 0.510
P: -0.226 -2.621 -0.680
C: -1.796 -2.684 -1.561
C: 0.873 -3.071 -2.063
H: -0.165 -4.925 -0.122
H: -0.975 -4.022 1.235
H: 0.796 -3.992 0.984
H: -2.042 -3.731 -1.603
H: -1.623 -2.318 -2.577
H: -2.719 -2.280 -1.123
H: 0.594 -2.415 -2.861
H: 0.638 -4.099 -2.357
H: 1.962 -2.994 -1.894



[5]
This record from OMol25 describes a 4-piece molecular cluster, C23H27F24NO9 overall at a distorted geometry. The level of theory is ωB97M-V with the def2-TZVPD basis set.

Calculated values
Structure (SMILES): FC(F)C(F)(F)COC(F)(F)C(F)F.FC(F)C(F)(F)COC(F)(F)C(F)F.FC(F)C(F)(F)COC(F)(F)C(F)F.CCN(CCOC(=O)OCOO)C(C)=O
HOMO level in eV: -9.1
Maximum force in Eh/bohr: 0.1295
DFT total energy in Ha: -4021.16284
Gap between HOMO and LUMO in eV: 9.5
LUMO in eV: 0.421

Geometry (Å):
C: 3.611 -0.398 -5.641
C: 2.532 0.395 -6.403
N: 1.292 0.681 -5.648
C: 0.859 -0.420 -4.819
C: -0.640 -0.429 -4.542
O: -1.393 0.262 -5.566
C: -2.635 -0.237 -5.594
O: -2.945 -0.964 -6.408
O: -3.484 0.129 -4.615
C: -4.194 1.328 -4.926
O: -4.193 1.624 -6.256
O: -5.351 1.065 -6.835
C: 1.538 1.856 -4.881
C: 0.944 3.151 -5.355
O: 2.184 1.862 -3.922
H: 3.547 -1.436 -5.944
H: 3.533 -0.334 -4.568
H: 4.607 -0.083 -5.918
H: 2.970 1.343 -6.682
H: 2.255 -0.158 -7.287
H: 1.112 -1.359 -5.283
H: 1.354 -0.425 -3.852
H: -0.902 -0.063 -3.563
H: -0.957 -1.470 -4.555
H: -3.703 2.156 -4.431
H: -5.188 1.266 -4.517
H: -5.023 0.465 -7.513
H: 1.472 3.958 -4.883
H: 0.994 3.189 -6.437
H: -0.102 3.225 -5.082
C: -4.708 -1.353 -1.727
C: -3.413 -0.669 -1.262
C: -2.830 -1.150 0.064
F: -3.691 -0.979 1.090
F: -1.711 -0.442 0.363
F: -3.601 0.670 -1.241
F: -2.477 -0.914 -2.219
O: -5.925 -0.690 -1.428
C: -6.486 -0.866 -0.183
C: -6.486 0.427 0.634
F: -5.236 0.918 0.756
F: -6.956 0.175 1.876
F: -5.890 -1.877 0.475
F: -7.771 -1.229 -0.380
H: -4.663 -1.351 -2.815
H: -4.740 -2.403 -1.438
H: -2.552 -2.207 0.011
H: -7.115 1.181 0.156
C: 0.189 -1.964 4.327
C: 1.679 -2.287 4.519
C: 2.565 -2.124 3.285
F: 2.159 -2.925 2.274
F: 3.839 -2.477 3.594
F: 1.805 -3.531 5.032
F: 2.134 -1.425 5.470
O: -0.677 -3.057 4.064
C: -0.786 -3.515 2.775
C: -0.229 -4.928 2.608
F: 1.057 -4.986 3.002
F: -0.279 -5.279 1.300
F: -0.231 -2.639 1.919
F: -2.109 -3.540 2.494
H: -0.154 -1.578 5.285
H: 0.038 -1.152 3.616
H: 2.568 -1.087 2.944
H: -0.811 -5.641 3.195
C: 5.457 1.565 6.104
C: 4.142 1.074 5.481
C: 3.679 1.803 4.222
F: 3.484 3.117 4.448
F: 2.492 1.277 3.808
F: 3.173 1.087 6.421
F: 4.335 -0.229 5.134
O: 5.352 2.488 7.172
C: 5.191 3.822 6.876
C: 3.822 4.344 7.312
F: 2.832 3.623 6.748
F: 3.681 5.628 6.909
F: 5.425 4.056 5.571
F: 6.131 4.494 7.571
H: 5.915 0.686 6.554
H: 6.164 1.906 5.347
H: 4.406 1.682 3.413
H: 3.722 4.294 8.398



[6]
This record from OMol25 describes an isolated molecule of C23H27N3O3. The level of theory is ωB97M-V with the def2-TZVPD basis set.

Calculated values
Structure (SMILES): CCOC(=O)N1CCC(N2C(=O)c3ccccc3[C@@H]2Nc2ccc(C)cc2)CC1
HOMO level in eV: -8.1
Maximum force in Eh/bohr: 0.0117
Energy above the lowest of the compared OMol25 structures with the same formula, charge and spin in kJ/mol: 86.0
DFT total energy in Ha: -1282.69864
Gap between HOMO and LUMO in eV: 8.7
LUMO in eV: 0.637

Geometry (Å):
C: -2.410 1.334 -5.596
C: -3.274 2.203 -4.691
H: -4.336 2.023 -4.871
H: -3.041 3.260 -4.856
O: -3.077 1.891 -3.316
C: -1.993 2.466 -2.733
O: -1.227 3.199 -3.319
N: -1.903 2.165 -1.422
C: -2.701 1.167 -0.750
H: -2.982 1.569 0.226
C: -1.884 -0.117 -0.576
H: -2.452 -0.834 0.020
H: -1.712 -0.553 -1.563
C: -0.509 0.111 0.075
N: -0.547 0.096 1.534
C: -1.221 0.922 2.385
O: -1.919 1.871 2.094
C: -0.934 0.428 3.753
C: -1.380 0.904 4.973
C: -0.949 0.253 6.118
C: -0.096 -0.840 6.038
C: 0.349 -1.316 4.812
C: -0.088 -0.671 3.674
C: 0.233 -0.937 2.231
N: 1.644 -0.844 1.991
C: 2.290 -1.420 0.901
C: 1.921 -2.656 0.375
C: 2.635 -3.216 -0.668
C: 3.740 -2.578 -1.213
C: 4.116 -1.353 -0.676
C: 3.406 -0.780 0.359
H: 3.716 0.174 0.762
H: 4.975 -0.837 -1.079
C: 4.511 -3.180 -2.349
H: 4.149 -4.180 -2.578
H: 5.570 -3.240 -2.102
H: 4.412 -2.564 -3.242
H: 2.324 -4.174 -1.059
H: 1.077 -3.194 0.781
H: 2.023 0.058 2.250
H: -0.114 -1.929 1.918
H: 1.016 -2.162 4.749
H: 0.229 -1.327 6.945
H: -1.278 0.598 7.087
H: -2.039 1.757 5.017
C: 0.197 1.348 -0.506
C: -0.732 2.553 -0.670
H: -1.061 2.920 0.305
H: -0.223 3.349 -1.215
H: 0.588 1.077 -1.489
H: 1.043 1.619 0.129
H: 0.112 -0.756 -0.180
H: -3.597 0.965 -1.335
H: -2.603 0.281 -5.404
H: -1.360 1.544 -5.409
H: -2.634 1.553 -6.636



[7]
This record from OMol25 describes an isolated molecule of C23H27N3O5. The level of theory is ωB97M-V with the def2-TZVPD basis set.

Calculated values
Structure (SMILES): CCC[C@]1(c2ccccc2)NC(=O)N(CC(=O)c2[nH]c(C)c(C(=O)OCC)c2C)C1=O
HOMO level in eV: -8.6
Maximum force in Eh/bohr: 0.0117
Energy above the lowest of the compared OMol25 structures with the same formula, charge and spin in kJ/mol: 13.3
DFT total energy in Ha: -1433.21668
Gap between HOMO and LUMO in eV: 9.3
LUMO in eV: 0.657

Geometry (Å):
C: 4.576 3.585 -0.175
C: 4.470 2.684 1.051
C: 4.824 1.216 0.794
H: 5.761 1.152 0.236
H: 4.973 0.725 1.756
C: 3.757 0.410 0.033
N: 3.545 0.903 -1.306
C: 2.256 1.194 -1.578
O: 1.775 1.588 -2.609
N: 1.555 1.013 -0.378
C: 2.356 0.569 0.633
O: 2.010 0.367 1.769
C: 0.120 1.020 -0.316
C: -0.394 -0.411 -0.451
O: 0.381 -1.339 -0.608
C: -1.820 -0.631 -0.387
C: -2.951 0.172 -0.257
C: -4.065 -0.705 -0.277
C: -3.576 -2.013 -0.416
N: -2.246 -1.939 -0.482
H: -1.591 -2.700 -0.585
C: -4.312 -3.294 -0.487
H: -3.625 -4.124 -0.634
H: -5.035 -3.266 -1.300
H: -4.881 -3.449 0.428
C: -5.501 -0.437 -0.181
O: -6.341 -1.308 -0.168
O: -5.811 0.871 -0.124
C: -7.195 1.197 -0.018
C: -7.677 1.125 1.424
H: -8.715 1.441 1.477
H: -7.074 1.773 2.056
H: -7.600 0.103 1.788
H: -7.278 2.212 -0.412
H: -7.771 0.506 -0.643
C: -2.975 1.652 -0.122
H: -2.436 1.963 0.771
H: -2.502 2.122 -0.983
H: -3.998 2.003 -0.052
H: -0.248 1.632 -1.143
H: -0.198 1.440 0.641
H: 4.274 0.970 -1.995
C: 4.091 -1.077 0.062
C: 4.356 -1.786 -1.101
C: 4.664 -3.134 -1.042
C: 4.699 -3.790 0.174
C: 4.415 -3.092 1.336
C: 4.113 -1.744 1.281
H: 3.861 -1.214 2.187
H: 4.423 -3.600 2.289
H: 4.937 -4.843 0.217
H: 4.870 -3.673 -1.956
H: 4.315 -1.298 -2.063
H: 3.463 2.744 1.469
H: 5.161 3.057 1.810
H: 3.815 3.353 -0.915
H: 5.555 3.482 -0.639
H: 4.449 4.624 0.120



[8]
This record from OMol25 describes an isolated molecule of C23H27N3O5S at a distorted geometry. The level of theory is ωB97M-V with the def2-TZVPD basis set.

Calculated values
Structure (SMILES): CCOC(=O)c1c(NC(=O)C(=O)N/N=C(\C)c2ccc(OC)cc2)sc2c1CCCCC2
HOMO level in eV: -7.9
Maximum force in Eh/bohr: 0.0244
Energy above the lowest of the compared OMol25 structures with the same formula, charge and spin in kJ/mol: 258.8
DFT total energy in Ha: -1831.31372
Gap between HOMO and LUMO in eV: 8.5
LUMO in eV: 0.549

Geometry (Å):
C: 2.308 1.757 4.179
C: 3.311 2.213 3.128
H: 4.335 2.011 3.448
H: 3.186 3.282 2.925
O: 3.156 1.487 1.910
C: 2.213 1.915 1.063
O: 1.521 2.893 1.304
C: 2.071 1.115 -0.147
C: 1.045 1.412 -1.029
N: 0.157 2.451 -0.913
C: -0.813 2.651 -1.835
O: -0.945 1.945 -2.814
C: -1.715 3.852 -1.535
O: -1.444 5.003 -1.790
N: -2.876 3.457 -0.960
N: -3.033 2.148 -0.673
C: -4.126 1.650 -0.240
C: -4.099 0.211 0.021
C: -5.001 -0.404 0.892
C: -4.942 -1.760 1.121
C: -3.983 -2.551 0.483
C: -3.075 -1.944 -0.382
C: -3.136 -0.583 -0.602
H: -2.440 -0.114 -1.280
H: -2.321 -2.522 -0.892
O: -4.022 -3.877 0.772
C: -3.085 -4.730 0.159
H: -2.060 -4.463 0.433
H: -3.309 -5.728 0.532
H: -3.186 -4.720 -0.931
H: -5.634 -2.240 1.795
H: -5.743 0.180 1.415
C: -5.390 2.430 0.007
H: -5.503 3.224 -0.730
H: -5.370 2.881 1.000
H: -6.257 1.780 -0.063
H: -3.598 4.154 -0.774
H: 0.307 3.039 -0.089
S: 0.954 0.322 -2.345
C: 2.339 -0.555 -1.734
C: 2.832 -0.025 -0.582
C: 4.055 -0.523 0.131
H: 4.528 0.329 0.619
H: 3.767 -1.223 0.921
C: 5.073 -1.178 -0.802
C: 4.754 -2.634 -1.141
C: 3.299 -2.861 -1.550
H: 3.221 -3.832 -2.043
H: 2.663 -2.891 -0.663
C: 2.776 -1.770 -2.486
H: 3.545 -1.515 -3.221
H: 1.915 -2.144 -3.043
H: 4.978 -3.264 -0.277
H: 5.412 -2.949 -1.955
H: 5.138 -0.587 -1.716
H: 6.056 -1.148 -0.327
H: 2.400 0.686 4.345
H: 2.496 2.280 5.112
H: 1.297 1.978 3.847